# C5H11N2O

A gas-phase ion, C5H11N2O (charge +1) in a non-equilibrium geometry (ωB97M-V/def2-TZVPD, OMol25).

Output
DFT total energy = -10382.0649 eV
HOMO energy (spin up / spin down) = -13.950 / -13.949 eV
charge = +1
energy above the lowest of the compared OMol25 structures with the same formula, charge and spin = 3.540 eV
spin multiplicity = 1

XYZ file:
```
19
Properties=species:S:1:pos:R:3:nbo_charge:R:1
C 0.61695 -1.17999 -0.40743 0.182
C -1.45607 -0.07302 -0.47458 0.523
C 1.24732 -2.33417 0.35146 -0.627
C -2.61153 0.44047 0.25693 -0.737
C 1.40031 2.30819 0.13103 -0.465
N 1.35623 0.02560 -0.18181 -0.105
N 0.74353 1.07633 -0.07289 -0.105
O -0.73440 -0.99885 0.03276 -0.394
H 0.65264 -1.36544 -1.49228 0.223
H -1.28659 0.24637 -1.50456 0.203
H 0.83063 -3.28053 0.02217 0.243
H 1.07273 -2.22537 1.41709 0.240
H 2.31656 -2.32263 0.16224 0.257
H -2.59012 1.53062 0.28978 0.289
H -2.66031 0.02848 1.26112 0.266
H -3.52752 0.18953 -0.28570 0.288
H 2.44546 2.19465 0.43278 0.231
H 0.83173 2.87389 0.87068 0.240
H 1.35244 2.86585 -0.80879 0.249
```